# 1
Computed, not measured: a molecular structure, C34H54BeN4P2Si2 in a non-equilibrium geometry, with the ωB97M-V functional and the def2-TZVPD basis.

Geometry as XYZ:
```
97
Properties=species:S:1:pos:R:3:forces:R:3:lowdin_charge:R:1
Be -1.22451 -2.22828 -4.61932 2.613 1.163 3.214 0.12
C -0.81286 -3.61224 -5.44845 -2.137 -2.883 0.375 -0.25
C 0.36120 -2.90079 -5.29737 1.418 2.097 0.704 -0.18
C 0.86655 -1.86913 -6.28748 0.180 0.202 -0.786 -0.19
C -0.21103 -0.79228 -6.61030 1.146 -0.582 -1.467 -0.18
C -1.10840 -0.52467 -5.45414 1.430 0.689 1.330 -0.14
C -2.33616 -1.06041 -5.12821 -2.409 0.257 0.823 -0.24
C -3.01727 -2.16125 -5.86583 -0.044 -1.580 -1.577 -0.18
C -1.95438 -3.27105 -6.38919 -1.290 0.340 -1.105 -0.15
C -2.03280 0.55138 -0.72482 -0.776 0.490 1.180 0.02
H -0.87335 -4.57884 -4.90879 -0.034 0.708 -0.757 0.11
H 1.15154 -3.34003 -4.64660 -0.827 0.145 -0.547 0.10
H 1.19898 -2.36696 -7.21499 -0.009 0.087 -0.097 0.11
H 1.79093 -1.39227 -5.91567 -0.413 -0.076 0.091 0.09
H 0.31517 0.13422 -6.90421 -0.322 -0.209 0.087 0.12
H -0.76657 -1.10537 -7.50169 0.024 0.143 0.156 0.10
H -0.80615 0.39489 -4.92734 -0.523 -0.785 -0.169 0.08
H -2.93808 -0.55180 -4.34220 0.472 -0.257 -0.837 0.11
H -3.58764 -1.81092 -6.74549 -0.150 0.008 -0.147 0.10
H -3.76081 -2.63608 -5.18525 0.628 0.087 -0.498 0.11
H -2.53242 -4.19845 -6.52154 0.176 0.323 -0.243 0.11
H -1.54956 -2.96380 -7.37488 -0.543 -0.257 0.255 0.10
H -2.73346 -0.25906 -0.51522 0.385 0.047 -0.225 0.00
H -2.51327 1.44654 -1.10452 0.315 0.026 0.102 0.00
H -1.16837 0.66166 -0.05126 -0.557 -0.081 -0.450 -0.03
P 0.47418 1.01857 -2.35475 -1.383 1.496 -1.560 1.16
P 1.99957 -1.78600 -1.33808 -2.897 -2.520 -0.908 1.13
N -0.68783 2.08419 -3.49214 -0.229 -0.955 -0.104 -0.20
N 1.38467 2.44715 -2.06982 1.046 1.152 0.876 -0.30
N 0.38019 -2.72740 -1.85912 0.702 0.490 1.049 -0.16
N 2.80091 -3.27429 -1.01081 0.831 -0.563 0.532 -0.27
C 1.61647 0.08957 -3.48563 0.350 0.329 -0.550 -0.35
C 2.40517 -1.17135 -3.00337 0.787 -0.292 -0.503 -0.36
C -2.07024 1.87225 -3.57948 0.240 1.305 -0.515 -0.21
C -2.65760 2.85682 -4.37487 1.478 -0.572 0.756 -0.08
C -1.59499 3.71077 -4.83709 0.738 -1.438 1.042 -0.08
C -0.39999 3.19005 -4.30750 -1.481 -0.059 0.029 -0.14
C 0.78021 3.55139 -1.42992 1.274 -0.192 -0.412 -0.16
C 1.72754 4.54083 -1.27850 -0.233 -0.812 -0.080 -0.08
C 2.97413 4.04236 -1.79675 -0.764 -0.647 -0.023 -0.08
C 2.74158 2.75970 -2.25966 -0.492 0.664 0.084 -0.15
C -0.77582 -2.02793 -1.76447 -0.764 0.910 -1.165 -0.23
C -1.82799 -2.72411 -2.37434 0.643 -0.944 1.378 -0.11
C -1.32930 -4.07840 -2.55184 1.522 1.480 0.142 -0.09
C 0.05017 -4.01034 -2.33963 -0.786 0.382 0.639 -0.13
C 3.11263 -4.42824 -1.75443 0.540 -0.087 0.584 -0.14
C 3.73007 -5.34262 -0.91113 -0.378 0.822 -0.508 -0.08
C 3.78191 -4.76135 0.39620 -0.285 0.483 0.145 -0.09
C 3.17986 -3.52235 0.33808 0.372 -0.468 -1.013 -0.13
H 2.33065 0.84000 -3.83735 -0.035 -0.230 -0.168 0.06
H 1.03110 -0.21322 -4.36732 0.006 0.125 0.579 0.04
H 2.31829 -1.97661 -3.74551 -0.183 0.288 0.183 0.05
H 3.48398 -0.94176 -2.98912 -0.226 0.116 0.190 0.09
H -2.53581 1.06450 -3.05492 0.012 -0.131 -0.005 0.06
H -3.71394 2.97029 -4.54158 -0.056 -0.040 -0.119 0.09
H -1.72520 4.59377 -5.44296 0.256 -0.061 -0.026 0.08
H 0.59979 3.54866 -4.40881 0.392 0.145 0.023 0.09
H -0.27113 3.53317 -1.19389 0.010 0.008 -0.025 0.11
H 1.53554 5.50320 -0.82485 0.103 -0.084 -0.104 0.10
H 3.91253 4.57679 -1.81622 -0.052 -0.146 -0.045 0.09
H 3.42157 2.06467 -2.73929 -0.170 0.182 0.211 0.10
H -0.83793 -1.05595 -1.24822 0.257 -0.810 -0.731 0.01
H -2.87284 -2.44892 -2.31742 0.113 0.056 -0.064 0.11
H -1.92715 -4.91102 -2.87544 0.215 -0.161 -0.147 0.10
H 0.83282 -4.74017 -2.42990 -0.250 -0.197 -0.044 0.08
H 2.85142 -4.52850 -2.81237 0.303 0.262 0.557 0.11
H 4.12245 -6.31871 -1.19453 -0.242 0.382 0.042 0.10
H 4.23200 -5.21155 1.28430 -0.336 0.211 -0.388 0.10
H 2.97258 -2.78091 1.10578 0.144 -0.187 -0.256 0.09
C 2.44698 -0.30248 3.40963 -0.188 -0.017 -0.082 -0.18
Si 1.66266 0.39828 1.83646 -0.144 0.390 -0.036 0.40
C 1.00156 2.13708 2.11782 -0.006 0.180 0.188 -0.17
C 3.07747 0.52642 0.59904 0.196 -0.117 -0.028 -0.21
C 0.23132 -0.65362 1.28310 0.623 -0.910 -0.038 -0.23
Si -0.98912 -1.49152 2.38176 -0.668 0.545 0.437 0.40
C -1.48577 -0.23310 3.70365 -0.064 -0.339 0.090 -0.19
C -2.59319 -2.07569 1.58233 -0.076 -0.068 -0.147 -0.18
C -0.20864 -3.02304 3.13010 0.273 -0.242 0.160 -0.17
H 3.33725 0.28954 3.65211 -0.112 -0.087 0.025 0.03
H 2.76285 -1.34173 3.24760 -0.025 0.172 0.070 0.02
H 1.76834 -0.28437 4.27116 0.135 -0.009 -0.146 0.02
H 1.78547 2.74924 2.59676 -0.327 -0.081 -0.146 0.04
H 0.71616 2.62844 1.17043 0.178 -0.237 0.324 0.01
H 0.11132 2.12483 2.77008 0.365 0.028 -0.171 0.02
H 3.46762 -0.45563 0.29765 0.019 0.308 0.216 -0.02
H 2.80537 1.07507 -0.31059 0.028 -0.078 0.193 -0.01
H 3.90427 1.06632 1.07737 -0.120 0.038 -0.057 0.04
H 0.42184 -1.26505 0.39576 -0.168 0.396 0.169 -0.07
H -1.84644 0.70417 3.25072 0.086 -0.320 0.130 0.03
H -2.30454 -0.67944 4.29068 0.226 0.303 0.008 0.03
H -0.64685 -0.00104 4.37682 -0.283 -0.005 -0.117 0.02
H -2.42178 -2.77843 0.75260 -0.041 0.186 0.169 0.03
H -3.17780 -2.60575 2.35423 0.194 0.149 -0.232 0.04
H -3.21245 -1.24580 1.21414 0.167 -0.238 0.148 0.01
H 0.25477 -3.64686 2.34631 -0.178 0.159 0.253 0.03
H 0.57120 -2.77314 3.86641 -0.211 -0.088 -0.208 0.03
H -0.98196 -3.62657 3.63595 0.283 0.188 -0.161 0.04
```
Forces are in eV/Å.

HOMO-LUMO gap (spin up / spin down): 4.207 / 4.625 eV

***

# 2
Computed, not measured: a gas-phase ion, C7H11N4 (charge +1) in a non-equilibrium geometry, with the ωB97M-V functional and the def2-TZVPD basis.

Geometry as XYZ:
```
22
Properties=species:S:1:pos:R:3:forces:R:3:lowdin_charge:R:1
C 2.05368 0.95970 1.97211 -0.744 0.812 -0.999 -0.05
C 1.84506 -0.37746 1.43687 -0.485 0.057 0.140 -0.01
C 1.52025 1.95568 1.24937 -0.411 1.046 1.671 -0.03
C 0.85229 -0.80811 0.76411 -0.896 2.985 1.114 0.21
C -0.10731 -1.46925 0.00191 -0.755 1.016 -1.612 -0.47
C 0.59538 1.77451 0.05067 2.299 -0.196 0.998 -0.26
C -1.70084 -1.23170 -1.93165 1.340 0.322 -0.701 -0.03
N 0.07014 -2.68497 -0.03297 -1.084 -4.773 -0.065 0.22
N -0.58786 1.26862 0.60181 -0.811 -3.567 1.603 -0.02
N -0.85287 -0.76439 -0.88414 -0.350 3.674 -0.069 -0.05
N -1.39815 0.62119 -0.26311 -2.828 -2.830 -0.273 0.02
H 2.54789 1.17280 2.91061 0.274 -0.448 -0.213 0.12
H 2.54212 -1.16446 1.44171 1.634 -1.111 0.415 0.15
H 1.59761 2.92416 1.76101 0.050 -0.078 -0.752 0.13
H 0.32213 2.64331 -0.43178 0.347 2.439 -1.233 0.09
H 1.24615 1.16262 -0.56790 -0.559 -0.543 -0.948 0.12
H -1.81351 -0.48686 -2.74707 0.378 -0.526 0.442 0.12
H -1.33300 -2.17716 -2.29295 0.414 -0.136 -0.540 0.10
H -2.61722 -1.45288 -1.53267 -2.854 -0.525 0.787 0.07
H -0.65005 -3.22188 -0.60634 1.458 0.858 0.650 0.12
H -2.35511 0.21756 0.18670 2.764 1.611 -0.430 0.25
H -1.77680 1.13895 -1.08632 0.819 -0.086 0.014 0.18
```
Forces are in eV/Å.

relative energy (zero: lowest compared OMol25 entry of this formula, charge and spin): 933.0 kJ/mol
HOMO-LUMO gap (spin up / spin down): 7.501 / 7.497 eV
charge: +1

***

# 3
Computed, not measured: 10 unconnected molecules or ions with the total composition H19O10 in a non-equilibrium geometry, with the ωB97M-V functional and the def2-TZVPD basis.

Geometry as XYZ:
```
29
Properties=species:S:1:pos:R:3:forces:R:3:lowdin_charge:R:1
O 1.62329 -2.04340 1.14521 0.711 2.082 0.165 -0.32
H -0.38384 4.24051 0.02723 0.740 -0.149 -0.395 0.02
H 0.31099 -1.77932 1.47067 0.438 0.586 -0.232 -0.06
O 2.44443 1.95850 -2.21723 4.905 -0.630 -3.374 -0.06
H 2.16557 1.81625 -1.38150 -2.189 -0.384 4.588 -0.09
H 0.51797 1.22945 -0.78129 0.037 -2.629 -3.155 -0.02
O -3.39136 -1.95552 1.88520 0.630 -1.121 0.509 -0.11
H 3.38965 1.54895 -2.04919 -2.594 1.114 -1.160 0.11
H -2.59213 -2.49767 2.15127 -1.012 1.209 -0.680 0.05
O -2.29347 1.30045 -1.07203 -2.607 3.589 -4.365 -0.02
H 3.85479 0.02503 2.14580 3.145 0.498 3.588 -0.09
H 1.66855 -2.94154 0.98022 0.237 -2.866 -0.550 -0.07
O 3.29181 -0.23372 1.51264 -3.337 -1.753 -4.491 -0.13
H 0.75878 1.11837 0.78879 1.238 -2.679 1.701 0.00
H -2.68140 2.13819 -0.74924 0.708 -0.718 -0.095 0.05
O 2.16032 -1.56974 -2.07209 0.064 -0.013 -0.479 -0.11
H 1.91024 -1.50858 -1.12042 -0.562 -0.326 -0.762 0.02
H 1.42686 -1.69243 -2.71730 0.478 0.243 1.600 0.04
O -2.57914 -1.29347 -1.98317 -1.874 -1.279 2.839 -0.12
H -3.41515 -1.72390 -1.55925 2.008 1.012 -1.551 0.08
H -1.35813 3.73646 1.03944 -0.063 0.117 -0.611 0.04
O -1.31977 4.14246 0.15413 -0.800 -0.004 0.979 -0.06
H -0.90239 -0.85827 2.13488 -0.195 1.188 1.594 -0.03
H 2.99010 -1.23713 1.34552 -0.239 1.824 1.031 0.04
O -0.68090 -1.44284 1.45314 -0.838 -1.324 -1.603 -0.15
H -3.28540 -1.87206 0.93088 0.246 0.036 0.229 -0.01
O 0.50947 1.57640 0.04445 -1.253 5.089 1.535 0.03
H -1.99307 0.84408 -0.38100 2.057 -2.466 4.617 -0.07
H -2.14668 -1.02550 -1.12577 -0.082 -0.244 -1.472 0.02
```
Forces are in eV/Å.

relative energy (zero: lowest compared OMol25 entry of this formula, charge and spin): 325.2 kJ/mol
HOMO-LUMO gap: 8.663 eV
charge: -1

***

# 4
Computed, not measured: 2 unconnected molecules or ions with the total composition C4H13N2P in a non-equilibrium geometry, with the ωB97M-V functional and the def2-TZVPD basis.

Geometry as XYZ:
```
20
Properties=species:S:1:pos:R:3:forces:R:3:lowdin_charge:R:1
C -1.58796 -2.01798 0.08502 0.630 -1.211 -1.483 -0.24
C 2.50809 -0.41115 -0.84924 -3.067 1.426 -2.555 -0.32
C -0.34191 1.78684 -0.99477 -0.306 -0.579 -0.922 -0.21
C -1.10269 0.97573 1.67497 3.621 -0.360 2.318 -0.22
N -1.09777 -0.87273 -0.61748 0.813 0.659 -0.289 -0.28
N 2.07311 0.13089 0.40358 -3.101 0.664 -0.023 -0.14
P -0.45487 0.34346 0.09272 3.188 0.299 0.057 0.81
H -1.27405 -3.06168 -0.18524 0.360 1.121 -0.543 0.09
H -2.61410 -2.00830 -0.07311 -2.186 -0.283 -0.046 0.04
H -1.40524 -1.97030 1.09261 0.309 0.098 2.823 0.02
H 3.49586 -0.67509 -0.69348 2.237 -0.690 -0.499 0.04
H 1.89441 -1.22239 -1.27588 0.294 -0.649 0.629 0.05
H 2.32718 0.29791 -1.72767 1.056 -0.176 1.204 0.07
H 0.43017 1.42090 -1.68182 -0.040 0.634 -0.129 0.02
H -1.24341 2.04603 -1.58899 0.309 -0.682 0.465 0.06
H -0.05531 2.70238 -0.50085 0.505 -0.062 0.376 0.04
H -2.07680 0.89452 1.36360 -2.969 0.294 0.194 -0.01
H -0.86060 0.30467 2.61299 -0.634 1.252 -2.040 0.09
H -0.74771 2.04288 1.89987 -0.616 -1.658 -0.546 0.08
H 2.13361 -0.70659 0.96316 -0.405 -0.098 1.010 -0.01
```
Forces are in eV/Å.

relative energy (zero: lowest compared OMol25 entry of this formula, charge and spin): 309.1 kJ/mol
HOMO-LUMO gap: 8.050 eV